[1]
A cluster of 3 separate species, C21H47ClN2O9P in total. Source: the Open Molecules 2025 dataset; level of theory: the ωB97M-V functional and the def2-TZVPD basis.

```
81
Properties=species:S:1:pos:R:3
C -2.14735 2.09058 -3.16869
C -1.37934 1.11081 -2.05121
N -0.53709 1.99542 -1.20898
C 0.88673 1.61914 -1.01825
C 1.12935 2.01016 0.58312
O 2.12331 1.16819 1.26002
C 3.48925 1.70203 1.14940
C 4.72712 0.82732 1.85724
O 3.86253 2.82739 0.53566
C 1.67133 2.80251 -1.90449
C 2.59665 2.01825 -3.05624
C 1.87884 0.50754 -3.08713
N 1.52454 0.38830 -1.58839
P 0.97151 -1.24562 -1.01043
O 0.30819 -2.09027 -2.41303
Cl -0.52436 -1.02456 0.51990
H -1.43777 2.36055 -4.06953
H -3.05577 1.48101 -3.59123
H -2.59093 3.07070 -2.65439
H -2.23911 0.64200 -1.39905
H -0.86031 0.27756 -2.67395
H -0.72084 3.01721 -1.30676
H 0.08332 1.77279 1.10781
H 1.28581 3.17555 0.74016
H 5.76042 1.30207 1.51043
H 4.64279 1.02976 3.01809
H 4.71041 -0.30645 1.56547
H 2.18968 3.67689 -1.29930
H 0.96218 3.43826 -2.62456
H 2.76647 2.55583 -4.08225
H 3.62463 1.80629 -2.53461
H 0.97121 0.57384 -3.83462
H 2.62902 -0.35976 -3.32038
H 2.51162 0.38203 -1.18808
H 1.11205 -2.39316 -2.93080
C -2.55505 -3.83712 -1.77602
O -3.14757 -4.69993 -2.73408
C -3.38908 -4.08060 -3.99553
C -2.95530 -4.97892 -5.15899
O -1.54439 -5.20224 -5.26785
C -0.93087 -5.99131 -4.23938
C -1.38849 -7.45481 -4.17928
O -2.71698 -7.55251 -3.67461
C -3.51599 -8.49269 -4.37000
H -3.32556 -3.23141 -1.29887
H -2.07039 -4.46028 -1.01783
H -1.78877 -3.20070 -2.22740
H -2.87096 -3.11337 -4.07053
H -4.46446 -3.89471 -4.06547
H -3.24442 -4.47556 -6.08623
H -3.49571 -5.92094 -5.15541
H -1.02008 -5.49780 -3.27170
H 0.13949 -5.99138 -4.47535
H -0.74271 -8.00531 -3.48518
H -1.29764 -7.90602 -5.17136
H -3.36051 -8.44436 -5.45117
H -4.56906 -8.25935 -4.17420
H -3.31060 -9.50391 -4.00235
C 1.65618 1.85048 4.03088
O 0.77161 2.37019 5.01110
C 1.17454 2.09975 6.35186
C 1.04461 3.34007 7.24265
O 1.94259 4.41288 6.93431
C 1.72917 5.10203 5.69482
C 0.40807 5.87673 5.59797
O -0.69616 4.98605 5.46951
C -1.81814 5.36405 6.24683
H 1.43421 0.79786 3.85491
H 1.49484 2.40919 3.10356
H 2.70187 1.98038 4.32345
H 2.21020 1.73160 6.39039
H 0.52069 1.31119 6.73468
H 1.29124 3.03632 8.26424
H 0.01886 3.69477 7.28129
H 1.86654 4.42623 4.85082
H 2.54376 5.83219 5.62648
H 0.42168 6.49951 4.69586
H 0.30339 6.52894 6.46960
H -1.52991 5.71298 7.24213
H -2.45887 4.48386 6.37510
H -2.39197 6.13780 5.72536
```

orbital gap = 0.2537 Eh
charge = +1
highest occupied orbital energy = -10.7619 eV
LUMO level = -0.142 Eh
F_max = 0.160 hartree/bohr

***

[2]
A cluster of 9 separate species, C21H47F6N5O17PS3 in total. Source: the Open Molecules 2025 dataset; level of theory: the ωB97M-V functional and the def2-TZVPD basis.

```
100
Properties=species:S:1:pos:R:3
P -22.36538 8.65009 8.52483
F -20.81177 8.11639 8.41196
F -21.95002 9.58092 9.80767
F -21.92871 9.88950 7.56718
F -23.86354 9.16165 8.66943
F -22.75800 7.75731 7.26964
F -22.61004 7.43660 9.57871
C -19.08693 3.16516 13.10850
C -19.71119 4.36712 12.42068
O -19.84379 5.42402 13.03454
N -20.22549 4.20372 11.19655
C -20.88789 5.30786 10.49624
H -19.47451 2.20869 12.75221
H -19.39978 3.22576 14.14915
H -18.00574 3.20319 13.00515
H -20.35493 3.28149 10.81813
H -20.84957 5.07646 9.43581
H -20.27388 6.19842 10.61238
H -21.88541 5.49430 10.88047
C -21.44272 1.45715 6.55594
C -21.47243 2.97052 6.64468
O -20.68918 3.57904 7.34864
N -22.39480 3.56657 5.85423
C -22.57571 5.00023 5.75127
H -22.33358 1.01349 6.11319
H -21.36698 1.06128 7.56949
H -20.54397 1.14149 6.02821
H -22.86130 3.01152 5.15867
H -21.83199 5.45741 5.09096
H -22.44285 5.48538 6.71461
H -23.56373 5.25551 5.37709
C -20.38026 10.39747 5.07511
C -19.10925 10.07077 4.32977
O -18.34547 10.92143 3.90802
N -18.91995 8.74365 4.02790
C -20.01709 7.81276 3.78220
H -20.35343 11.41842 5.43907
H -20.50382 9.67003 5.87087
H -21.16190 10.32687 4.31552
H -18.10007 8.70438 3.43694
H -20.34189 7.37828 4.72870
H -19.70821 7.06726 3.05882
H -20.89392 8.34205 3.39900
C -25.63803 10.83366 15.20971
C -24.83093 11.07940 13.94785
O -24.06551 12.01448 13.86026
N -25.15597 10.27781 12.88325
C -24.30025 10.24333 11.71594
H -24.99189 11.07450 16.05113
H -25.99839 9.81309 15.32281
H -26.46490 11.54366 15.20551
H -25.58628 9.40020 13.12248
H -24.53800 11.00798 10.97570
H -24.53742 9.33327 11.15304
H -23.22475 10.16855 11.83928
C -21.55600 6.61920 16.45352
C -22.62832 6.97055 15.44580
O -23.69398 7.45088 15.80390
N -22.28908 6.78614 14.14453
C -23.07594 7.21222 13.02172
H -20.70599 6.09792 16.00166
H -21.94509 5.96034 17.22560
H -21.17278 7.54668 16.87531
H -21.46185 6.21618 14.03295
H -22.42856 7.74593 12.32616
H -23.91687 7.80101 13.37210
H -23.48225 6.40025 12.40833
C -19.10629 11.63279 8.72614
C -18.66090 10.15132 8.74215
O -17.37716 10.23585 9.48716
S -16.65150 11.53137 8.97443
O -16.31802 11.35900 7.60443
O -15.67182 11.96139 9.88629
O -17.96306 12.42661 9.06956
H -19.93392 11.91087 9.37118
H -19.36532 11.87886 7.69341
H -18.35567 9.80864 7.75775
H -19.14962 9.40675 9.35164
C -19.22289 9.12580 12.93901
C -20.62921 9.72655 12.73669
O -20.47277 11.15404 12.77664
S -18.98417 11.59462 13.05373
O -18.76654 11.85212 14.43059
O -18.62622 12.56724 12.08852
O -18.31312 10.20743 12.66798
H -19.03861 8.36058 12.19196
H -19.06561 8.81793 13.96812
H -21.22886 9.38413 13.58641
H -21.21007 9.51225 11.84694
C -22.66399 13.55792 7.85775
C -23.66397 12.56528 7.26840
O -24.82223 13.37854 6.93727
S -24.95348 14.57040 7.98184
O -25.81890 14.18711 9.04002
O -25.23706 15.76989 7.28842
O -23.44954 14.58428 8.45987
H -22.13231 14.05251 7.04303
H -21.97473 13.02101 8.50287
H -24.05019 11.85657 7.99842
H -23.25459 12.12598 6.36700
```

orbital gap = 0.3394 Eh
charge = -1
relative energy (zero: lowest compared OMol25 entry of this formula, charge and spin) = 0.0 kcal/mol
highest occupied orbital energy = -7.4315 eV
LUMO level = 0.066 Eh
F_max = 0.044 hartree/bohr

***

[3]
A structure of composition C21H47LuNO2SSi2. Source: the Open Molecules 2025 dataset; level of theory: the ωB97M-V functional and the def2-TZVPD basis.

```
75
Properties=species:S:1:pos:R:3
O 1.64638 3.01929 -1.93067
O 4.01278 2.85210 -1.46864
C 1.15786 2.51026 -3.20599
C -0.34770 2.44916 -3.14936
H 1.63440 1.53327 -3.26563
H 1.53816 3.17852 -3.98583
H -0.68679 1.52527 -2.63748
H -0.74286 2.40629 -4.17884
H -0.80619 3.33907 -2.65749
C 0.86978 3.31948 -0.62350
C 0.90072 4.82294 -0.57274
H 1.46257 2.76984 0.11382
H -0.11868 2.88479 -0.75246
H 1.96860 5.15258 -0.51872
H 0.31695 5.23573 0.27390
H 0.47023 5.22442 -1.52133
C 4.81484 2.94147 -0.23983
C 4.55498 3.44062 -2.70192
C 4.25108 3.94322 0.74176
H 5.86445 3.20138 -0.46835
H 4.77679 1.91429 0.14155
H 4.16065 4.94386 0.30018
H 4.88715 4.05919 1.63056
H 3.27691 3.58499 1.09367
C 4.63610 4.92825 -2.49478
H 3.86207 3.16431 -3.50712
H 5.51193 2.93005 -2.88721
H 3.67216 5.27218 -2.10324
H 4.82676 5.47562 -3.42094
H 5.43313 5.17225 -1.78836
H 2.65746 3.09738 -1.79763
Lu 1.32092 -1.66395 -0.20842
C 3.11739 -0.81182 -0.98782
Si 4.69086 -0.72405 -2.11234
H 3.38508 -0.10460 -0.17372
H 2.41242 -0.23448 -1.72665
C 4.65725 -0.02161 -3.86949
C 5.03943 -2.53463 -2.22000
C 6.23707 0.13336 -1.45422
C 0.31759 -1.64615 -2.27172
Si -0.21992 -3.36403 -1.85477
H 0.97029 -1.52777 -3.15503
H -0.47602 -0.88864 -2.34691
C 1.38231 -4.37551 -1.82994
C -1.57125 -3.98160 -2.97129
C -0.74856 -3.39568 -0.01453
H 7.12865 -0.38278 -1.83711
H 6.33730 0.11660 -0.36736
H 6.37883 1.17659 -1.75811
H 3.85933 -0.45134 -4.48048
H 5.58251 -0.23303 -4.42624
H 4.54703 1.06505 -3.94421
H 4.08627 -3.06437 -2.28155
H 5.52727 -2.82629 -1.28782
H 5.66425 -2.84634 -3.06078
H -1.40606 -3.53904 -3.96927
H -2.55089 -3.64380 -2.58917
H -1.55875 -5.08200 -3.04089
H -1.60758 -2.74344 0.18881
H -0.02209 -3.25016 0.83743
H -1.06709 -4.43843 0.10275
H 1.01208 -5.41017 -1.84478
H 2.06761 -4.29952 -0.95956
H 1.96956 -4.19395 -2.74021
S 1.19633 -0.86010 2.26214
C -0.41281 -0.59650 1.72724
C -1.53238 -0.70184 2.57527
C -2.80437 -0.46985 2.07300
C -2.92918 0.00293 0.76165
C -1.78353 0.14301 -0.01836
N -0.57042 -0.34740 0.37663
H -1.34067 -0.99710 3.60968
H -3.69984 -0.63325 2.70712
H -3.90594 0.25953 0.34318
H -1.82573 0.64370 -0.99357
```

orbital gap = 0.2865 Eh
charge = +1
highest occupied orbital energy = -9.9561 eV
LUMO level = -0.079 Eh
F_max = 0.076 hartree/bohr

***

[4]
A cluster of 8 separate species, C21H47N5O17S3 in total. Source: the Open Molecules 2025 dataset; level of theory: the ωB97M-V functional and the def2-TZVPD basis.

```
93
Properties=species:S:1:pos:R:3
O -0.53415 -5.66809 -4.38921
S -0.66909 -4.73389 -5.52093
O -0.90372 -5.25506 -6.85317
O -1.80762 -3.58287 -5.14911
C -1.31165 -2.56965 -4.30909
C 0.04309 -2.33298 -5.00765
O 0.48154 -3.55552 -5.55623
H -1.92626 -1.67752 -4.18883
H -1.14288 -2.93154 -3.29487
H 0.85729 -2.00594 -4.36095
H -0.05723 -1.72646 -5.90775
O 1.01176 0.33142 2.31109
S 1.89793 1.12166 3.11808
O 2.66962 2.17270 2.38360
O 1.06368 1.79359 4.39478
C 1.49592 1.40507 5.73311
C 2.71468 0.56243 5.40943
O 2.78659 0.14730 4.09709
H 1.78006 2.31124 6.26810
H 0.66058 0.97787 6.28790
H 2.65931 -0.33418 6.02679
H 3.57938 1.20457 5.57687
O 2.31450 -0.92847 -0.06151
S 1.55714 -0.65563 -1.28088
O 1.39353 -1.68110 -2.28538
O 0.09399 -0.02370 -0.86276
C -0.01273 1.33757 -1.05590
C 1.41318 1.90613 -1.29469
O 2.00524 0.82886 -1.94817
H -0.53383 1.51973 -1.99578
H -0.44684 1.79220 -0.16541
H 2.05233 2.05282 -0.42402
H 1.31629 2.73464 -1.99631
C -4.71833 -0.30500 2.63268
N -3.54112 -1.00217 2.04498
C -2.52055 -0.07821 1.41362
C -3.52551 -2.39580 1.86151
O -4.39444 -3.15441 2.34850
H -5.56724 -0.91735 2.93676
H -5.15297 0.25804 1.80674
H -4.41867 0.31558 3.47718
H -2.87446 0.61004 0.64605
H -1.97603 0.55502 2.11406
H -1.75668 -0.66426 0.90259
H -2.60782 -2.72173 1.34789
C -1.40228 4.67174 -3.69960
N -0.02310 5.12702 -3.61311
C 0.65306 4.91860 -4.90481
C 0.53859 5.37840 -2.46543
O 1.76340 5.50091 -2.29311
H -1.94222 4.72455 -2.75420
H -1.45921 3.65928 -4.09931
H -1.91654 5.25867 -4.46062
H 0.83484 3.85154 -5.03301
H 0.10721 5.42621 -5.70010
H 1.64074 5.37888 -4.93192
H -0.23847 5.45541 -1.68926
C -3.35213 2.84296 -1.62579
N -3.70970 3.48421 -0.35309
C -5.10074 3.54796 0.01584
C -2.82400 4.11325 0.44701
O -1.64631 4.25781 0.20180
H -2.28774 2.72586 -1.82942
H -3.83906 3.31417 -2.47959
H -3.64921 1.79907 -1.52513
H -5.42050 2.50787 0.07964
H -5.50650 4.04692 0.89589
H -5.65951 3.90475 -0.84937
H -3.26952 4.57562 1.34140
C -0.27242 -1.79642 3.93904
N 0.01658 -3.15807 3.38686
C -0.87826 -4.22081 3.90341
C 0.78393 -3.29107 2.26561
O 0.83933 -4.30754 1.54150
H 0.66150 -1.30604 4.21366
H -0.85287 -1.73565 4.85962
H -0.86637 -1.20263 3.24425
H -0.74145 -5.21084 3.46842
H -0.68110 -4.41179 4.95829
H -1.92630 -3.92434 3.86079
H 1.44017 -2.40707 2.27513
C 4.56521 -3.02139 -0.71043
N 5.50454 -3.19997 0.34638
C 6.90847 -3.34882 -0.03830
C 5.11701 -3.30417 1.63948
O 5.85393 -3.56250 2.60492
H 4.59141 -1.96586 -0.98112
H 3.55338 -3.23825 -0.36797
H 4.67862 -3.76653 -1.49784
H 7.70416 -3.12393 0.67190
H 7.13795 -4.35232 -0.39667
H 7.07987 -2.58713 -0.79892
H 4.04426 -3.06548 1.70613
```

orbital gap = 0.3180 Eh
charge = 0
relative energy (zero: lowest compared OMol25 entry of this formula, charge and spin) = 119.1 kcal/mol
highest occupied orbital energy = -8.8666 eV
LUMO level = -0.008 Eh
F_max = 0.086 hartree/bohr
structure (SMILES) = O=S1(=O)OCCO1.O=S1(=O)OCCO1.O=S1(=O)OCCO1.CN(C)C=O.CN(C)C=O.CN(C)C=O.CN(C)C=O.CN(C)C=O

***

[5]
A cluster of 2 separate species, C21H47NO2 in total. Source: the Open Molecules 2025 dataset; level of theory: the ωB97M-V functional and the def2-TZVPD basis.

```
71
Properties=species:S:1:pos:R:3
C -5.01018 -1.89856 3.01604
C -3.95049 -2.98262 2.82449
C -2.51709 -2.42168 2.86103
C -1.97322 -2.13355 1.46744
C -0.51822 -1.67493 1.47588
C 0.16893 -1.72397 0.09178
C -0.76792 -1.36385 -1.06713
C 0.00722 -1.02510 -2.33441
C -0.84840 -0.87477 -3.60597
C -2.24048 -0.29484 -3.38540
C -2.92598 0.17077 -4.67323
C -4.11793 1.07700 -4.38778
O -3.72476 2.41940 -4.19819
C -3.74702 2.91662 -2.88043
C -2.40372 3.55922 -2.52633
O -2.59602 4.79653 -1.87300
C -2.05867 4.86747 -0.57516
H -5.11538 -1.62498 4.06415
H -4.74889 -1.00924 2.44179
H -5.98198 -2.23341 2.65340
H -4.10969 -3.44590 1.84787
H -4.07729 -3.77078 3.56449
H -2.54501 -1.48382 3.42439
H -1.84624 -3.08482 3.40737
H -2.61864 -1.38587 1.00265
H -2.04788 -3.04699 0.87034
H 0.02343 -2.35843 2.13513
H -0.42607 -0.68533 1.92605
H 0.54820 -2.73766 -0.03471
H 0.99848 -1.01794 0.05974
H -1.36914 -0.50430 -0.76679
H -1.43220 -2.20110 -1.28088
H 0.72823 -1.82717 -2.51456
H 0.60277 -0.12177 -2.18265
H -0.95292 -1.86893 -4.04922
H -0.31827 -0.26116 -4.33347
H -2.89033 -1.02934 -2.90864
H -2.16584 0.56697 -2.71308
H -2.22257 0.70222 -5.31183
H -3.30635 -0.70120 -5.21051
H -4.64537 0.70392 -3.50442
H -4.82697 1.04159 -5.21555
H -4.51709 3.68359 -2.77169
H -3.97545 2.12017 -2.16853
H -1.81812 2.88832 -1.89056
H -1.84021 3.71009 -3.44746
H -1.02002 4.53088 -0.54845
H -2.08902 5.90793 -0.26243
H -2.64933 4.28276 0.13612
C 2.73944 -0.04318 2.73793
C 4.03993 0.73297 2.60081
N 5.21395 -0.11100 2.71607
C 6.44864 0.62921 2.90076
C 6.91740 1.54866 1.76675
C 5.26801 -1.23377 1.79562
C 5.16771 -0.93801 0.29366
H 2.73386 -0.63453 3.65446
H 1.89889 0.65160 2.77566
H 2.56761 -0.71406 1.89531
H 4.09223 1.47516 3.40178
H 4.01393 1.30101 1.65637
H 7.24013 -0.09000 3.12797
H 6.32793 1.23357 3.80538
H 7.28959 0.98749 0.91050
H 7.73519 2.17903 2.12129
H 6.12056 2.20926 1.42353
H 4.46294 -1.92432 2.05979
H 6.19238 -1.78018 1.99738
H 4.33574 -0.26956 0.06651
H 4.99485 -1.86827 -0.25101
H 6.07822 -0.49254 -0.10422
```

orbital gap = 0.3196 Eh
charge = 0
highest occupied orbital energy = -8.1391 eV
LUMO level = 0.021 Eh
F_max = 0.015 hartree/bohr
structure (SMILES) = CCCCCCCCCCCCOCCOC.CCN(CC)CC